Run A
The following is a quantum chemistry calculation of the ion C4H12N3O with charge +1, from the OMol25 dataset.

Properties
**SMILES**: NCCNC(=O)C[NH3+]
**HOMO**: -12.5 eV

Structure (ORCA input):
```
! wB97M-V def2-TZVPD RIJCOSX def2/J DEFGRID3
* xyz 1 1
O 2.36203 0.38848 0.85710
N 2.22837 -2.05241 1.26631
N -2.16280 2.39328 -1.06533
N 0.32830 0.69708 -0.13039
C -0.88251 0.29079 -0.84391
C -2.08350 1.13546 -0.36130
C 1.31318 -0.02566 0.37678
C 1.16797 -1.54129 0.34469
H -2.96864 0.53195 -0.53427
H -1.98717 1.23484 0.72057
H -2.07935 3.21662 -0.49210
H -1.08224 -0.76947 -0.72350
H -2.95702 2.47217 -1.67822
H 0.48968 1.69635 -0.13054
H 0.20594 -2.01566 0.54584
H 2.56748 -2.97847 0.99354
H 1.35833 -1.91720 -0.65318
H 2.98748 -1.35104 1.16894
H 1.92122 -1.94092 2.23208
H -0.72674 0.53511 -1.89311
*
```

Mulliken atomic charge list, values in e, 8 entries: atom 1 (O): -0.685, atom 2 (N): -0.258, atom 3 (N): -0.520, atom 4 (N): -0.135, atom 5 (C): -0.462, atom 6 (C): -0.643, atom 7 (C): 0.726, atom 8 (C): -0.900

---

Run B
The following is a quantum chemistry calculation of a cluster of 2 separate species, C4H12N3O in total, from the OMol25 dataset.

Properties
**HOMO**: -12.3 eV

Structure (ORCA input):
```
! wB97M-V def2-TZVPD RIJCOSX def2/J DEFGRID3
* xyz 1 1
O -0.29974 0.36627 1.20587
N -1.20157 -2.90034 0.71698
N -0.84914 -1.40625 -0.99622
N 0.80492 -2.94706 -0.44965
C -0.39034 -2.41383 -0.22990
C -0.20936 1.69612 0.72906
C 0.78065 2.09912 -0.04224
C 0.84179 3.50377 -0.58760
H -0.28469 -1.14846 -1.79731
H 1.07164 3.45527 -1.65147
H 1.64721 4.03212 -0.07553
H -1.22427 -0.63803 -0.44566
H -0.08501 4.05467 -0.44636
H -0.81296 0.41672 2.01002
H 1.18666 -3.66367 0.14771
H -0.75486 -3.37407 1.47642
H 1.48072 -2.31049 -0.84887
H -1.14366 2.20131 0.94670
H 1.54488 1.44533 -0.44593
H -2.10287 -2.46849 0.78399
*
```

Mulliken atomic charge list, values in e, 8 entries: atom 1 (O): -0.535, atom 2 (N): -0.402, atom 3 (N): -0.459, atom 4 (N): -0.436, atom 5 (C): 0.861, atom 6 (C): -0.204, atom 7 (C): -0.041, atom 8 (C): -1.114

---

Which structure is most stable? run B, by 6.4 kJ/mol over the runner-up.

---

Run A
The following is a quantum chemistry calculation of a cluster of 3 separate species, C4H14NO3 in total, from the OMol25 dataset.

Properties
**HOMO**: -3.8 eV

Structure (ORCA input):
```
! wB97M-V def2-TZVPD RIJCOSX def2/J DEFGRID3
* xyz -1 1
O -0.93535 2.65392 2.76287
O 0.52919 1.64496 1.00628
O -3.30949 0.07097 -1.65629
N -0.44325 -0.14481 -0.24751
C 1.34337 -1.22192 -1.48578
C 0.39946 -1.34593 -0.24498
C 1.35239 -1.41108 0.99568
C 0.16310 1.24751 -0.19599
H -2.35415 0.09964 -1.52347
H 1.78859 -2.20816 -1.70857
H 1.74007 -0.41134 1.14288
H 2.10050 -2.13425 0.65778
H 0.81756 -1.70574 1.88764
H -0.41776 2.16383 1.98207
H -0.17848 -2.26095 -0.34854
H 2.15801 -0.54600 -1.25114
H 0.78889 -0.85152 -2.34444
H -0.90455 3.53737 2.35499
H -1.10130 -0.14129 0.52839
H -0.78970 1.78654 -0.56717
H -3.77306 -0.09496 -0.82592
H 1.02594 1.27324 -0.91879
*
```

Mulliken atomic charge list, values in e, 8 entries: atom 1 (O): -0.794, atom 2 (O): -0.825, atom 3 (O): -0.732, atom 4 (N): -0.210, atom 5 (C): -1.513, atom 6 (C): 0.180, atom 7 (C): -1.226, atom 8 (C): -0.520

---

Run B
The following is a quantum chemistry calculation of a cluster of 3 separate species, C4H14NO3 in total, from the OMol25 dataset.

Properties
**HOMO**: -3.9 eV

Structure (ORCA input):
```
! wB97M-V def2-TZVPD RIJCOSX def2/J DEFGRID3
* xyz -1 1
O 1.46349 -3.08018 -1.20344
O 2.16237 1.38495 -1.49552
O 1.09053 -0.79808 -0.49168
N -1.72326 0.01428 -1.16263
C -1.31942 1.04188 1.09391
C 0.86742 -0.49671 0.79270
C -2.14566 0.02483 0.29064
C 0.20424 0.89384 0.92937
H -0.90371 -0.55528 -1.28216
H 1.88774 -0.57179 1.39846
H -3.22525 0.31242 0.32327
H 1.91996 0.45864 -1.23747
H -1.66412 1.98673 0.72971
H 0.74537 1.46593 1.71292
H -1.42219 0.92272 -1.51930
H -1.82745 -1.09558 0.57697
H 0.49027 1.39907 -0.02375
H 0.60163 -2.75594 -0.88350
H -1.80346 1.06503 2.13092
H 0.15874 -1.25534 1.28053
H 1.89674 -2.19010 -1.17751
H 2.54604 1.82869 -0.78244
*
```

Mulliken atomic charge list, values in e, 8 entries: atom 1 (O): -0.712, atom 2 (O): -0.734, atom 3 (O): -0.858, atom 4 (N): -0.800, atom 5 (C): -0.828, atom 6 (C): -0.537, atom 7 (C): -0.351, atom 8 (C): -0.183

---

Which structure is most stable? run A, by 50.7 kJ/mol over the runner-up.

---

Run A
The following is a quantum chemistry calculation of a cluster of 3 separate species, C4H14NO3 in total, from the OMol25 dataset.

Properties
**HOMO**: -4.5 eV

Structure (ORCA input):
```
! wB97M-V def2-TZVPD RIJCOSX def2/J DEFGRID3
* xyz -1 1
O 3.31690 -2.51630 1.05877
O 1.08477 -1.50171 1.17737
O 0.70002 1.07840 1.68268
N -0.98783 -0.75732 -1.56938
C -1.62200 0.50048 -1.16162
C -0.66091 1.24055 1.24948
C -2.06234 1.29075 -2.53210
C -0.64429 1.33801 -0.28304
H 3.79462 -2.27360 1.80359
H 2.50805 -1.84496 1.17553
H -2.63916 0.45441 -3.08287
H 0.68964 -2.23968 1.42912
H -0.97142 2.18613 1.76469
H -0.63128 -0.64852 -2.56338
H -1.14967 1.64315 -3.08022
H 0.49717 1.05590 -0.39397
H -2.47878 0.24657 -0.47600
H -1.04661 0.24016 1.71818
H -2.69152 2.16390 -2.29494
H -0.25916 -0.84417 -0.89158
H 1.19671 0.10845 1.43483
H -0.78001 2.35157 -0.54423
*
```

Mulliken atomic charge list, values in e, 8 entries: atom 1 (O): -0.736, atom 2 (O): -0.990, atom 3 (O): -0.679, atom 4 (N): -0.707, atom 5 (C): 0.478, atom 6 (C): -0.197, atom 7 (C): -1.413, atom 8 (C): -0.967

---

Run B
The following is a quantum chemistry calculation of a cluster of 3 separate species, C4H14NO3 in total, from the OMol25 dataset.

Properties
**HOMO**: -3.7 eV

Structure (ORCA input):
```
! wB97M-V def2-TZVPD RIJCOSX def2/J DEFGRID3
* xyz -1 1
O -1.77738 -2.19190 -1.67255
O -0.47791 -0.04175 -1.76221
O -3.89582 0.97966 -1.06338
N -0.08941 0.87882 1.16854
C 0.74696 -0.13191 -1.10488
C 0.57260 -0.35690 0.44628
C 1.71990 -1.02951 1.13857
C 0.93402 1.72914 1.72159
H 2.58671 -1.12887 0.39338
H 1.70557 2.08188 0.97966
H -3.40299 0.50979 -0.39811
H -0.45462 1.37295 0.38648
H 0.56077 2.61676 2.22610
H 1.59051 -2.03014 1.44098
H 2.15867 -0.41630 1.94714
H -2.17457 -2.46650 -2.43640
H 1.12359 0.83983 -1.45031
H -3.00093 1.18459 -1.63212
H 1.37179 -0.97804 -1.43987
H 1.43257 1.12624 2.57150
H -1.02746 -1.40498 -1.83198
H -0.20259 -1.14285 0.37160
*
```

Mulliken atomic charge list, values in e, 8 entries: atom 1 (O): -0.738, atom 2 (O): -0.793, atom 3 (O): -0.691, atom 4 (N): -0.486, atom 5 (C): -1.070, atom 6 (C): 0.958, atom 7 (C): -1.195, atom 8 (C): -0.845

---

Which structure is most stable? run B, by 9.5 kJ/mol over the runner-up.

---

Run A
The following is a quantum chemistry calculation of a cluster of 2 separate species, C6H16NO in total, from the OMol25 dataset.

Properties
**HOMO**: -12.9 eV

Structure (ORCA input):
```
! wB97M-V def2-TZVPD RIJCOSX def2/J DEFGRID3
* xyz 1 1
O 0.36662 0.23994 1.47538
N -0.41610 -0.32756 -1.12164
C 0.48474 -1.06716 -2.08357
C 1.24982 -2.12055 -1.31795
C -1.63898 0.40369 2.86078
C 1.37380 -0.04122 -2.76858
C -0.70386 1.04039 1.86974
C -0.82833 2.25458 1.35420
H -1.11339 0.10785 3.77220
H 0.78076 0.70331 -3.30111
H 0.43634 -0.50798 2.07639
H 0.05789 0.14859 -0.34300
H 2.00784 0.46688 -2.03858
H 1.86931 -1.65792 -0.54636
H -0.99447 0.36769 -1.59216
H -1.69434 2.81973 1.65972
H 2.05445 -0.50398 -3.48004
H -2.05092 -0.51494 2.43667
H 1.91219 -2.65983 -1.98797
H 0.58220 -2.83000 -0.82519
H -2.41439 1.10567 3.14000
H -0.19353 -1.50480 -2.81705
H -1.05906 -0.99605 -0.69260
H -0.06556 2.63431 0.68946
*
```

Mulliken atomic charge list, values in e, 8 entries: atom 1 (O): -0.588, atom 2 (N): -0.230, atom 3 (C): 0.362, atom 4 (C): -1.298, atom 5 (C): -1.277, atom 6 (C): -1.346, atom 7 (C): 0.836, atom 8 (C): -0.867

---

Run B
The following is a quantum chemistry calculation of a cluster of 2 separate species, C6H16NO in total, from the OMol25 dataset.

Properties
**HOMO**: -12.7 eV

Structure (ORCA input):
```
! wB97M-V def2-TZVPD RIJCOSX def2/J DEFGRID3
* xyz 1 1
O 1.49137 1.22958 0.18954
N -1.82301 -1.39712 -0.17991
C -1.33904 -3.60773 -1.24796
C -1.97252 -2.23075 -1.42952
C 1.72334 2.31329 0.68793
C 1.45663 2.59304 2.14252
C 2.31005 3.44002 -0.11499
C -0.43184 -0.88775 0.05038
H -1.16940 -3.83363 -0.19196
H -3.04030 -2.29157 -1.62992
H 3.25570 3.75566 0.33031
H -2.00983 -4.37641 -1.62567
H 2.46798 3.13409 -1.14503
H 2.38327 2.89637 2.63397
H 0.77228 3.43776 2.24301
H 1.65187 4.31049 -0.07496
H -2.11541 -1.96422 0.61815
H 0.23361 -1.73333 0.19766
H -0.38806 -3.70163 -1.76611
H -2.45905 -0.59925 -0.20854
H -1.50608 -1.64588 -2.21992
H -0.13745 -0.31505 -0.82452
H 1.05422 1.71603 2.64293
H -0.40835 -0.24197 0.92261
*
```

Mulliken atomic charge list, values in e, 8 entries: atom 1 (O): -0.532, atom 2 (N): -0.182, atom 3 (C): -1.015, atom 4 (C): -0.360, atom 5 (C): 0.835, atom 6 (C): -1.119, atom 7 (C): -1.131, atom 8 (C): -0.970

---

Which structure is most stable? run B, by 7.5 kJ/mol over the runner-up.

---

Run A
The following is a quantum chemistry calculation of the molecule Cl3H2N3, from the OMol25 dataset.

Properties
**SMILES**: NN(Cl)N(Cl)Cl
**HOMO**: -9.7 eV

Structure (ORCA input):
```
! wB97M-V def2-TZVPD RIJCOSX def2/J DEFGRID3
* xyz 0 1
Cl -0.80102 -1.43931 1.09832
Cl -1.20486 1.68289 -0.11266
Cl -1.85270 -0.58859 -1.72720
N 1.22977 0.18826 0.31067
N 0.22709 -0.53392 -0.33791
N -0.59467 0.25529 -0.95734
H 1.95068 -0.36901 0.63006
H 1.04571 0.80439 1.09606
*
```

Mulliken charges, unit e, in atom order: atom 1 (Cl): -0.210, atom 2 (Cl): -0.031, atom 3 (Cl): 0.037, atom 4 (N): -0.430, atom 5 (N): 0.009, atom 6 (N): 0.083, atom 7 (H): 0.247, atom 8 (H): 0.296

---

Run B
The following is a quantum chemistry calculation of a structure of composition Cl3H2N3, from the OMol25 dataset.

Properties
**HOMO**: -9.5 eV

Structure (ORCA input):
```
! wB97M-V def2-TZVPD RIJCOSX def2/J DEFGRID3
* xyz 0 1
Cl -1.28333 2.06936 0.48211
Cl -1.74812 -0.11742 -1.11136
Cl 1.44969 1.23072 -0.68201
N -0.93345 0.43411 0.43429
N 0.58666 -1.05659 0.38538
N 0.31861 0.23861 0.50199
H 1.59721 -1.20403 0.35706
H 0.01273 -1.59476 -0.36745
*
```

Mulliken charges, unit e, in atom order: atom 1 (Cl): 0.030, atom 2 (Cl): -0.109, atom 3 (Cl): -0.153, atom 4 (N): -0.004, atom 5 (N): -0.454, atom 6 (N): 0.115, atom 7 (H): 0.289, atom 8 (H): 0.286

---

Which structure is most stable? run A, by 10.5 kJ/mol over the runner-up.